(1)
This record from OMol25 describes one molecule with the formula C22H26FN3O4S. The level of theory is the ωB97M-V functional and the def2-TZVPD basis.

Structure (XYZ):
```
57
Properties=species:S:1:pos:R:3:forces:R:3
O 0.23043 2.37940 -3.72392 0.13 0.26 0.02
C -0.17530 1.50558 -2.98100 -0.11 0.04 0.06
C -0.71585 1.83540 -1.62026 -0.03 0.30 0.14
C -2.05873 1.61760 -1.31922 0.10 0.07 0.11
C -2.55891 1.99463 -0.08580 -0.13 -0.03 -0.14
C -1.71469 2.58486 0.83464 -0.06 0.24 0.44
S -2.36923 2.99319 2.44596 0.02 -0.57 -0.02
O -3.71844 3.45067 2.31378 -0.14 -0.23 -0.10
O -1.41407 3.82069 3.13429 0.11 -0.18 -0.25
N -2.43157 1.45633 3.11703 -0.25 0.82 -0.35
C -1.28184 1.05599 3.90259 0.38 -0.16 0.24
C -1.68252 0.74698 5.36131 0.22 -0.28 -0.20
C -0.49232 0.88406 6.31631 -0.27 -0.08 -0.11
C -0.50426 2.38326 6.64060 -0.12 0.04 -0.06
C -1.93790 2.82666 6.28753 0.06 0.49 0.15
O -2.63307 1.67125 5.83409 -0.21 -0.17 0.02
C -0.38686 2.82376 0.54534 0.08 0.09 0.11
C 0.11319 2.45617 -0.69290 -0.10 -0.13 -0.16
N -0.21298 0.20064 -3.33886 -0.09 -0.18 -0.17
C -0.40016 -0.91417 -2.44144 0.25 -0.28 0.40
C 0.93004 -1.65746 -2.27739 -0.29 0.03 0.24
N 1.40717 -2.08640 -3.57564 -0.29 0.04 -0.07
C 2.19907 -3.22137 -3.68265 0.15 -0.30 0.01
C 3.40903 -3.24174 -4.38295 -0.12 0.07 0.13
C 4.14364 -4.40409 -4.52693 0.09 -0.13 -0.04
C 3.70587 -5.59164 -3.96940 0.03 0.05 -0.03
C 2.51079 -5.60714 -3.27042 -0.10 0.13 0.05
C 1.77978 -4.44608 -3.14621 0.04 -0.09 0.07
F 0.59392 -4.52120 -2.48374 0.15 0.10 -0.17
C 1.63051 -0.96279 -4.45845 -0.26 0.07 -0.14
C 0.31046 -0.20319 -4.62586 0.30 0.19 -0.34
H -2.70539 1.16375 -2.05547 -0.08 -0.06 -0.05
H -3.59451 1.85167 0.17668 -0.17 -0.07 -0.06
H -3.29319 1.36357 3.63996 -0.23 0.20 0.00
H -0.56590 1.88143 3.88112 0.14 -0.18 0.12
H -0.82195 0.17126 3.44831 0.07 0.09 0.15
H -2.16128 -0.23682 5.40179 0.07 0.07 0.02
H -0.67683 0.29553 7.21498 0.03 -0.04 -0.05
H 0.43876 0.55360 5.86183 0.09 -0.05 0.01
H 0.21604 2.92315 6.02823 0.04 0.03 0.03
H -0.27283 2.56902 7.68731 0.06 0.02 -0.02
H -2.49094 3.20852 7.14817 0.06 0.01 -0.08
H -1.92973 3.58829 5.50001 -0.01 -0.08 0.15
H 0.22988 3.30884 1.28515 0.13 0.05 0.04
H 1.14352 2.65107 -0.94930 0.09 0.04 -0.02
H -0.75394 -0.56823 -1.47091 0.02 -0.07 -0.11
H -1.13917 -1.59667 -2.87439 0.02 0.01 0.08
H 0.78938 -2.51123 -1.61926 0.04 0.03 -0.05
H 1.66086 -0.97460 -1.81031 -0.05 -0.03 0.01
H 3.78990 -2.32773 -4.80983 0.00 0.12 -0.03
H 5.07423 -4.37488 -5.07325 0.08 0.01 -0.05
H 4.28120 -6.49699 -4.07772 0.05 -0.09 -0.01
H 2.12485 -6.51394 -2.83181 -0.07 -0.07 0.06
H 1.94982 -1.32623 -5.43540 0.02 0.04 0.04
H 2.39345 -0.27516 -4.06001 0.02 -0.03 -0.07
H 0.46250 0.69607 -5.22448 -0.04 -0.14 0.04
H -0.42394 -0.85316 -5.11185 0.07 0.01 0.00
```
Positions in Å, forces in eV/Å.

Calculated values
orbital gap: 0.31738 hartree
highest occupied orbital energy: -8.26 eV
ΔE to the lowest compared entry with this formula, charge and spin: 1.754 eV
max |F|: 0.925 eV Å⁻¹

=====

(2)
This record from OMol25 describes C56H53BaBr2Cl4GeN5O5Se2 as an isolated structure in a non-equilibrium geometry. The level of theory is the ωB97M-V functional and the def2-TZVPD basis.

Structure (XYZ):
```
129
Properties=species:S:1:pos:R:3:forces:R:3
Ba 0.44368 -2.07091 0.47686 -2.05 -3.03 1.46
Se -0.92349 -6.09986 0.50590 -0.08 0.08 0.04
Se -2.77441 -5.37016 1.69281 0.06 0.01 -0.02
C -1.98064 -4.26882 3.06817 0.01 -0.08 -0.04
C -2.57022 -4.36742 4.32245 -0.01 0.02 0.01
C -2.06683 -3.58588 5.34810 -0.03 0.02 0.01
C -0.98652 -2.76000 5.08880 -0.01 0.02 -0.02
C -0.46328 -2.74160 3.80714 -0.06 0.05 -0.02
N -0.95543 -3.47465 2.79929 -0.03 0.05 0.05
C -1.23162 -5.14371 -1.14495 0.02 -0.01 -0.02
C -1.24838 -5.87129 -2.32663 -0.01 0.01 -0.01
C -1.40509 -5.17720 -3.51753 0.00 0.00 0.00
C -1.55667 -3.80160 -3.47903 -0.01 -0.05 0.01
C -1.53888 -3.17181 -2.24490 -0.04 0.02 -0.01
N -1.37316 -3.82679 -1.09382 0.05 -0.01 -0.09
H -3.39312 -5.04937 4.48892 0.01 -0.01 -0.01
H -2.50867 -3.62988 6.33461 -0.01 0.00 0.01
H -0.55222 -2.13412 5.85569 -0.01 0.00 0.00
H 0.36301 -2.08154 3.56649 0.00 -0.02 0.02
H -1.14902 -6.94751 -2.31048 0.00 0.00 0.01
H -1.41369 -5.71026 -4.45958 0.00 0.01 0.00
H -1.67650 -3.21881 -4.38174 0.00 -0.01 0.00
H -1.63994 -2.09570 -2.16581 -0.01 0.02 0.02
C -5.04035 -3.10143 -0.72234 0.00 0.03 -0.03
C -4.79101 -2.47972 0.61975 0.03 -0.02 0.01
C -5.56859 -2.85292 1.74491 0.03 -0.05 -0.05
C -5.30906 -2.29439 2.95844 0.04 -0.01 0.04
C -4.28204 -1.33125 3.07850 -0.03 -0.03 0.03
C -3.95249 -0.64772 4.27489 0.00 -0.01 -0.05
Br -4.85797 -1.05802 5.88957 0.01 -0.03 0.02
C -3.00824 0.33029 4.28453 0.05 0.03 0.02
C -2.32816 0.66707 3.09747 -0.07 0.04 0.06
Br -1.16360 2.14795 3.14635 0.00 -0.02 -0.02
C -2.55366 0.00232 1.91562 0.06 0.12 0.04
O -1.85060 0.29432 0.82123 0.01 -0.18 -0.09
C -3.56787 -1.01199 1.90308 0.11 -0.05 -0.08
N -3.82493 -1.59925 0.70538 0.00 0.04 0.04
H -5.96016 -3.68452 -0.73587 0.00 0.01 0.01
H -4.20836 -3.75930 -0.97609 0.04 -0.04 -0.01
H -5.09399 -2.32767 -1.48892 0.01 -0.01 0.00
H -6.36064 -3.58085 1.62727 0.00 0.00 0.00
H -5.88839 -2.56595 3.83073 0.00 0.00 0.00
H -2.78173 0.86933 5.19339 0.00 0.00 0.00
Cl 6.09377 -1.09144 -0.47526 0.03 0.04 -0.01
C 6.57308 -1.47467 1.14862 0.03 0.05 -0.01
C 7.57695 -2.40424 1.33594 -0.01 -0.01 -0.02
C 7.97357 -2.73645 2.62156 0.01 0.01 -0.01
C 7.31905 -2.17241 3.70089 -0.02 0.01 0.01
C 6.28954 -1.26547 3.49840 -0.01 -0.03 0.02
Cl 5.38806 -0.77101 4.89719 -0.02 0.08 -0.06
C 5.92137 -0.83298 2.21605 0.05 0.03 -0.03
N 4.92721 0.09160 1.93887 -0.01 0.04 0.06
C 4.66615 1.29266 2.58942 0.11 -0.08 -0.06
C 5.65189 1.95056 3.32581 0.02 -0.05 0.03
C 5.38151 3.14471 3.97074 -0.02 0.00 0.01
C 4.11936 3.71370 3.88472 0.03 -0.03 -0.01
C 3.15539 3.08131 3.11342 -0.03 0.01 -0.04
C 3.40430 1.88876 2.44335 -0.03 0.12 0.03
C 2.35556 1.37279 1.48547 -0.09 0.10 0.03
C 1.92563 -0.08223 1.59518 0.40 0.30 0.13
O 2.59209 -0.95463 0.95652 0.57 0.49 0.15
O 0.86538 -0.38087 2.19520 0.29 0.81 0.84
H 8.04419 -2.84951 0.46874 0.01 -0.01 0.02
H 8.77219 -3.44829 2.77889 -0.01 0.00 0.00
H 7.56819 -2.45272 4.71488 0.01 -0.01 -0.01
H 4.26562 -0.20115 1.22546 0.00 -0.03 0.02
H 6.63998 1.51286 3.39111 0.01 -0.01 0.01
H 6.16396 3.62703 4.54306 -0.01 0.00 0.00
H 3.89107 4.63898 4.39672 0.00 0.00 -0.01
H 2.17338 3.53009 3.01021 0.01 0.00 0.00
H 2.71384 1.52047 0.46031 0.05 -0.04 0.00
H 1.45820 1.97743 1.61243 -0.01 -0.01 -0.03
Cl 1.87814 3.78344 -2.84899 0.01 -0.08 0.03
C 3.37950 3.25619 -2.13653 0.02 0.03 -0.05
C 3.72544 3.80616 -0.90992 -0.03 0.00 -0.03
C 4.96027 3.54922 -0.34437 0.00 -0.04 0.02
C 5.86859 2.76464 -1.04042 0.02 0.02 0.03
C 5.50641 2.20952 -2.24845 -0.01 -0.02 0.01
Cl 6.68259 1.27504 -3.12939 0.01 -0.06 0.06
C 4.23017 2.37355 -2.81759 -0.02 -0.10 0.05
N 3.92918 1.68948 -3.97768 -0.01 0.28 -0.18
C 2.66581 1.32940 -4.50216 0.05 -0.07 0.10
C 2.39317 1.61816 -5.83499 0.01 0.00 0.00
C 1.19026 1.24193 -6.40739 -0.02 -0.01 0.00
C 0.24216 0.58489 -5.63686 0.05 0.00 -0.02
C 0.52209 0.28716 -4.31246 0.01 -0.04 -0.02
C 1.73867 0.62697 -3.72721 -0.13 0.06 0.04
C 2.01762 0.31487 -2.27727 -0.07 0.13 -0.04
C 1.12514 -0.77918 -1.73507 0.26 0.33 -0.80
O 0.01876 -0.43710 -1.21442 -0.16 0.88 -0.82
O 1.50387 -1.97051 -1.73977 0.47 0.04 -0.89
H 3.01254 4.45577 -0.41953 0.01 0.00 0.01
H 5.21892 3.96282 0.62057 -0.01 0.00 0.02
H 6.85716 2.56918 -0.64829 -0.01 0.00 0.01
H 4.72683 1.42299 -4.53036 -0.01 -0.01 0.01
H 3.13030 2.16516 -6.41020 0.00 0.00 0.00
H 0.98907 1.47601 -7.44485 0.00 0.00 0.01
H -0.71207 0.30218 -6.06351 0.01 0.00 0.00
H -0.21902 -0.23396 -3.71712 0.02 0.01 0.00
H 1.80329 1.21686 -1.69683 0.05 -0.03 0.08
H 3.06178 0.04554 -2.11252 -0.01 -0.06 -0.10
C -7.09609 2.96834 0.09660 0.00 0.04 0.02
C -6.82880 1.75657 -0.78694 -0.01 -0.01 0.00
C -5.39409 1.69513 -1.30987 0.03 0.01 -0.04
C -4.35249 1.58674 -0.19346 -0.10 -0.04 0.13
Ge -2.59541 0.93717 -0.74286 0.09 0.03 -0.03
C -1.38833 2.38642 -1.23690 -0.01 0.04 0.05
C -2.02479 3.56403 -1.99027 0.03 0.00 -0.08
C -1.99359 3.40459 -3.51402 0.02 0.02 0.04
C -2.61412 2.11222 -4.02965 -0.03 -0.02 -0.01
H -8.13749 3.00463 0.41879 0.00 -0.01 -0.01
H -6.88175 3.89645 -0.43958 0.00 -0.01 0.00
H -6.47559 2.95552 0.99412 0.00 -0.01 -0.01
H -7.51879 1.76384 -1.63536 0.00 0.01 0.00
H -7.03911 0.83896 -0.22694 0.01 0.00 0.01
H -5.20011 2.58564 -1.91614 0.02 0.01 -0.02
H -5.30369 0.84237 -1.99140 0.00 -0.02 0.02
H -4.71927 0.88790 0.56522 0.01 0.05 -0.03
H -4.20594 2.54308 0.31568 -0.04 0.03 -0.02
H -2.70624 -0.21958 -1.73963 -0.03 0.00 -0.01
H -0.55800 1.97225 -1.80550 0.07 -0.05 -0.04
H -0.97057 2.71611 -0.28088 -0.03 0.01 0.00
H -1.48187 4.47867 -1.73701 -0.01 0.00 -0.01
H -3.05659 3.73633 -1.66204 0.00 -0.05 0.01
H -0.95315 3.45597 -3.85103 0.00 -0.04 0.01
H -2.50722 4.25566 -3.96986 0.02 0.02 0.02
H -2.06338 1.23766 -3.68062 0.00 0.01 0.02
H -2.60501 2.08159 -5.12086 0.01 0.02 0.02
H -3.65273 2.00709 -3.70857 -0.06 0.02 0.05
```
Positions in Å, forces in eV/Å.

Calculated values
orbital gap: 0.25249 hartree
highest occupied orbital energy: -7.33 eV
ΔE to the lowest compared entry with this formula, charge and spin: 0.609 eV
max |F|: 3.934 eV Å⁻¹

=====

(3)
This record from OMol25 describes a 7-piece molecular cluster, C22H43Br3O15S3 overall in a non-equilibrium geometry. The level of theory is the ωB97M-V functional and the def2-TZVPD basis.

Structure (XYZ):
```
86
Properties=species:S:1:pos:R:3:forces:R:3
O -10.07538 29.68937 16.49368 -0.78 -3.33 -1.02
C -10.42424 28.50497 16.28592 0.71 4.88 -0.45
O -10.23487 27.58388 17.19308 0.51 -0.35 0.01
C -10.93401 26.44388 16.77639 -1.11 -2.76 1.52
C -11.32944 26.49183 15.34090 -0.04 -1.74 -0.15
C -11.26658 27.92870 15.15041 -0.79 2.46 -1.78
H -11.91992 26.44710 17.24122 0.26 -0.02 0.97
H -10.37992 25.56034 17.09333 -0.09 0.10 -0.02
H -12.32302 26.04981 15.26660 -0.01 0.15 -0.21
H -10.69901 25.93490 14.64772 0.19 0.13 0.15
H -12.21899 28.45730 15.19037 -0.40 -0.16 0.76
H -11.10767 28.13177 14.09135 1.28 0.67 0.20
O -6.08330 22.90792 14.13517 -1.02 -3.21 2.11
C -6.34389 21.88504 14.78709 1.52 3.49 -1.09
O -5.82359 21.73375 16.08630 -0.54 0.34 -1.55
C -6.30244 20.49519 16.60061 0.08 -0.98 -0.19
C -6.64098 19.65176 15.36927 0.16 -1.68 1.27
C -7.10619 20.65549 14.40280 -0.27 -0.20 -0.99
H -7.19603 20.69000 17.19360 0.15 -0.11 0.29
H -5.50058 20.00327 17.15120 -0.19 0.30 0.40
H -7.38627 18.88070 15.56447 -0.19 0.20 0.29
H -5.80555 19.05331 15.00595 0.43 0.43 0.04
H -8.18700 20.73544 14.51929 -0.01 0.68 -0.23
H -6.87624 20.30154 13.39784 -0.19 0.66 -0.18
O 0.07279 23.26613 18.91575 2.02 0.94 0.88
C -0.98245 23.00710 18.44477 -2.95 -2.90 -2.62
O -1.23006 21.86201 17.77792 2.19 1.93 2.03
C -2.61714 21.67697 17.53311 -1.74 1.18 -0.64
C -3.32628 22.89794 18.14180 -0.05 -0.40 0.47
C -2.26393 23.87375 18.54494 0.96 1.24 0.76
H -2.94755 20.76283 18.02635 0.27 -0.08 -0.47
H -2.68231 21.74657 16.44729 -0.38 -0.70 0.07
H -3.78561 22.67102 19.10389 -0.78 -0.35 -0.55
H -3.92769 23.48491 17.44762 -0.56 -0.64 -0.01
H -2.36933 24.23191 19.56901 0.16 -0.01 0.02
H -2.24123 24.76335 17.91550 0.69 -0.13 -0.19
O -8.33622 27.72900 22.15349 -0.50 1.20 -0.85
S -8.92688 28.40846 21.01804 -1.32 -1.68 -1.41
O -10.32260 28.03746 20.63518 3.02 1.16 0.86
O -8.75648 29.98504 21.19549 -0.19 -0.21 -0.23
C -9.39142 30.85398 20.18204 -0.87 -0.27 0.07
C -10.90949 30.92190 20.33550 0.07 0.48 -0.19
C -7.85922 28.07118 19.53498 -0.84 0.12 0.73
H -9.25122 30.48159 19.16727 0.50 -0.37 0.08
H -8.91116 31.83247 20.18003 0.23 -0.28 0.75
H -11.20533 31.89740 19.94954 -0.17 -0.14 -0.64
H -11.36641 30.95241 21.32463 0.62 -0.47 0.27
H -11.29355 30.08343 19.75449 -0.52 0.37 0.20
H -7.56219 28.99456 19.03775 -0.05 0.02 0.16
H -8.50342 27.47954 18.88453 0.20 0.16 0.04
H -6.99108 27.49808 19.86053 -0.17 0.16 0.11
O -4.62162 30.62993 16.30056 -2.34 1.53 0.07
S -6.04072 31.04804 16.43429 2.22 -1.48 -0.65
O -6.55443 31.16868 17.75128 -0.30 0.70 0.91
O -6.42046 32.35024 15.54171 0.06 -2.42 -0.08
C -5.65716 33.45960 15.86923 1.44 2.42 0.52
C -5.94541 34.60540 14.90102 -0.42 0.16 0.82
C -6.95242 29.87613 15.55427 -0.23 -0.15 -1.31
H -4.57970 33.31489 15.79034 0.06 -0.81 -0.01
H -5.85744 33.66348 16.92109 -0.04 0.62 0.00
H -6.88760 35.09273 15.15178 -0.39 -0.39 -0.56
H -5.86850 34.21864 13.88485 -0.32 0.22 -0.01
H -5.24630 35.43345 15.01796 0.45 -0.34 0.06
H -7.22240 29.02632 16.18119 0.06 0.31 0.04
H -6.24298 29.58995 14.77782 -0.26 -0.34 -0.10
H -7.81758 30.34072 15.08123 -0.11 -0.12 0.33
O -4.02449 25.00580 14.61214 2.30 -0.72 -0.05
S -2.66266 24.56155 14.29731 -1.52 2.22 -2.38
O -2.07434 23.45601 15.01323 -0.10 0.47 -0.43
O -2.60995 24.21048 12.64166 1.54 -1.49 5.41
C -3.26584 24.90840 11.65315 -2.45 0.21 -1.17
C -4.80024 24.42672 11.46909 1.53 0.03 0.18
C -1.54281 26.09017 14.34995 -0.96 -1.06 -0.61
H -2.57762 24.55256 10.88645 -0.85 0.61 -1.13
H -3.16568 25.98786 11.76638 -0.10 0.10 0.04
H -4.74146 23.42449 11.04461 -0.18 0.11 -0.32
H -5.42096 25.08881 10.86541 0.48 0.02 -0.37
H -5.37383 24.29373 12.38638 0.62 0.29 0.37
H -1.34448 26.30953 15.39907 0.02 0.02 -0.22
H -2.10016 26.87962 13.84575 -0.39 -0.02 0.47
H -0.65901 25.98491 13.72073 0.14 -0.64 0.45
C -6.86177 25.45872 16.69822 -0.15 0.02 0.44
Br -5.47546 26.87629 17.17610 -1.52 -1.19 -0.42
Br -7.97201 25.87316 15.03576 1.37 -0.28 1.99
Br -7.95513 24.80494 18.33876 1.03 0.76 -1.73
H -6.26961 24.56578 16.49796 -0.21 0.34 -0.42
```
Positions in Å, forces in eV/Å.

Calculated values
spin multiplicity: 2
orbital gap (spin up / spin down): 0.29356 / 0.09307 hartree
total charge: +1
highest occupied orbital energy (spin up / spin down): -11.86 / -11.86 eV
max |F|: 5.818 eV Å⁻¹